{
  "formula": "C18H27F4N6Pt",
  "method": "ωB97M-V with the def2-TZVPD basis set",
  "e_tot_ev": -42153.80887,
  "charge": 1,
  "mol_weight_da": 598.53,
  "homo_ev": -10.6692,
  "relative_energy_kj_mol": 0.0,
  "fmax_ev_per_a": 1.7,
  "symbols": ["Pt", "C", "C", "N", "C", "C", "C", "C", "N", "C", "C", "F", "C", "F", "C", "C", "F", "C", "F", "H", "H", "H", "H", "H", "H", "H", "H", "H", "H", "H", "H", "H", "H", "H", "C", "N", "C", "N", "C", "N", "C", "N", "C", "C", "H", "H", "H", "H", "H", "H", "H", "H", "H", "H", "H", "H"],
  "xyz": [[0.03415, 0.62461, 0.15038], [-2.48786, 0.01063, 2.14725], [-2.93072, 0.27481, 0.71251], [-2.04376, 1.17735, -0.07664], [-2.46776, 1.22014, -1.51527], [-1.75260, 0.27406, -2.46636], [-2.02983, 2.54639, 0.52773], [-0.88876, 3.38780, 0.03262], [0.28423, 2.55624, 0.10452], [1.56628, 3.00094, -0.07017], [2.60806, 2.06790, 0.00548], [2.24869, 0.71908, 0.23827], [3.93837, 2.36494, -0.13018], [4.83445, 1.37871, -0.03912], [4.33505, 3.66346, -0.35649], [3.33622, 4.61507, -0.43424], [3.65900, 5.88744, -0.64253], [1.99250, 4.30637, -0.30675], [1.09940, 5.30371, -0.42506], [-2.89813, -0.93740, 2.49422], [-2.83566, 0.78064, 2.83440], [-1.39994, -0.02956, 2.21501], [-3.93216, 0.71372, 0.72602], [-2.98959, -0.65923, 0.16033], [-2.31833, 2.23926, -1.86534], [-3.53995, 1.01782, -1.54555], [-0.68471, 0.26579, -2.25056], [-1.88242, 0.61306, -3.49408], [-2.13897, -0.74453, -2.40411], [-1.93460, 2.41621, 1.60374], [-2.97126, 3.06550, 0.32402], [-0.82932, 4.27024, 0.67226], [-1.05471, 3.75595, -0.98695], [5.37772, 3.92581, -0.46106], [-1.04612, -2.28999, 0.14545], [0.23069, -1.50006, 0.21886], [1.07968, -1.92260, -0.96055], [1.30658, -3.34569, -0.97262], [0.02359, -4.04601, -1.03380], [-0.81217, -3.71335, 0.12530], [-0.09273, -4.08548, 1.35123], [1.18909, -3.38296, 1.44132], [0.95738, -1.95858, 1.45931], [1.99628, -3.73249, 0.26525], [-1.57310, -1.99485, -0.75974], [-1.64074, -2.04486, 1.02120], [2.03698, -1.40726, -0.88917], [0.57264, -1.61860, -1.87603], [0.19923, -5.12019, -1.04744], [-0.49782, -3.76199, -1.94880], [0.08311, -5.15964, 1.34880], [-0.70428, -3.82918, 2.21769], [1.91171, -1.43375, 1.51032], [0.35430, -1.69434, 2.32838], [2.16433, -4.80795, 0.25765], [2.95823, -3.22312, 0.31914]],
  "forces_ev_per_angstrom": [[0.04, 0.03, -0.22], [-0.03, 0.26, -0.03], [-0.26, -0.03, 0.07], [1.54, -0.69, 0.41], [-0.13, 0.16, -0.24], [-0.06, -0.15, 0.19], [-0.53, 0.27, 0.12], [0.09, 0.23, -0.35], [0.25, 0.41, 0.22], [-0.25, -0.59, 0.07], [-0.15, -0.12, 0.01], [-0.22, 0.29, -0.03], [0.17, -0.19, 0.04], [-0.05, 0.02, 0.00], [0.07, 0.11, 0.02], [0.00, -0.02, 0.02], [0.01, 0.04, -0.04], [0.13, 0.32, -0.08], [-0.07, -0.05, 0.04], [-0.04, 0.01, -0.02], [0.02, 0.01, -0.02], [0.04, -0.07, 0.06], [-0.01, 0.02, -0.16], [-0.08, 0.08, -0.09], [0.03, 0.03, 0.09], [-0.05, 0.15, 0.08], [0.06, 0.02, -0.11], [-0.10, 0.01, 0.05], [0.04, 0.02, 0.00], [0.02, -0.03, -0.02], [-0.15, -0.23, 0.00], [0.07, 0.00, 0.02], [-0.12, 0.00, 0.02], [-0.03, 0.00, -0.01], [0.19, -0.29, 0.00], [-0.46, -0.05, -0.17], [0.02, -0.16, 0.02], [0.14, -0.08, 0.03], [-0.01, 0.09, 0.11], [0.01, -0.02, 0.04], [0.00, 0.11, -0.11], [0.09, -0.08, -0.01], [0.02, -0.11, 0.02], [-0.19, 0.11, -0.01], [0.04, 0.03, -0.04], [0.02, 0.03, 0.03], [-0.01, 0.07, -0.01], [-0.06, 0.02, 0.02], [0.01, -0.02, -0.02], [-0.02, -0.01, -0.02], [0.02, -0.02, 0.01], [-0.01, -0.02, 0.01], [-0.01, 0.05, -0.01], [-0.04, 0.05, -0.02], [0.02, -0.02, 0.00], [0.02, 0.02, 0.00]]
}


{
  "formula": "C18H27FN2O3S2",
  "method": "ωB97M-V with the def2-TZVPD basis set",
  "e_tot_ev": -52615.22619,
  "charge": 0,
  "mol_weight_da": 402.56,
  "smiles": "CSCC[C@H](NS(=O)(=O)c1ccccc1F)C(=O)N1CCCCCCC1",
  "homo_ev": -8.5639,
  "fmax_ev_per_a": 1.0,
  "symbols": ["C", "S", "C", "C", "C", "N", "S", "O", "O", "C", "C", "C", "C", "C", "C", "F", "C", "O", "N", "C", "C", "C", "C", "C", "C", "C", "H", "H", "H", "H", "H", "H", "H", "H", "H", "H", "H", "H", "H", "H", "H", "H", "H", "H", "H", "H", "H", "H", "H", "H", "H", "H", "H"],
  "xyz": [[-1.18548, -3.40169, 0.55044], [-0.30632, -2.58786, -0.81306], [1.29738, -2.24566, -0.01823], [1.20965, -1.22710, 1.10914], [0.52015, 0.07599, 0.67394], [1.27582, 1.26901, 0.98821], [2.31956, 1.83738, -0.15750], [2.86571, 3.06335, 0.32730], [1.61567, 1.83142, -1.40595], [3.65277, 0.63624, -0.30691], [3.92346, 0.04840, -1.52692], [4.96973, -0.85332, -1.64155], [5.74515, -1.15918, -0.53387], [5.48004, -0.57720, 0.69549], [4.42967, 0.31836, 0.79022], [4.13090, 0.86682, 1.98361], [-0.88191, 0.17885, 1.31938], [-1.21136, -0.60388, 2.20018], [-1.71224, 1.13075, 0.87580], [-1.38561, 2.18071, -0.06732], [-2.44046, 2.38429, -1.15502], [-2.64443, 1.17689, -2.06747], [-3.16260, -0.09335, -1.38536], [-4.35023, 0.12726, -0.43774], [-3.97264, 0.09466, 1.04401], [-3.01809, 1.19510, 1.51702], [-0.60513, -4.25363, 0.89317], [-2.13412, -3.73689, 0.14460], [-1.35383, -2.69186, 1.35514], [1.69792, -3.19378, 0.34441], [1.93255, -1.87842, -0.82606], [0.64528, -1.64565, 1.94715], [2.22029, -1.01698, 1.46569], [0.40563, 0.08027, -0.41480], [1.62078, 1.34091, 1.93180], [3.30074, 0.31548, -2.36608], [5.18086, -1.31450, -2.59348], [6.56280, -1.85763, -0.62321], [6.06891, -0.80534, 1.56960], [-0.43384, 1.97232, -0.54777], [-1.27245, 3.11949, 0.49198], [-3.39331, 2.67959, -0.71534], [-2.09812, 3.22072, -1.76807], [-1.69828, 0.94259, -2.55931], [-3.35609, 1.46941, -2.84458], [-2.35421, -0.58089, -0.84330], [-3.45949, -0.78201, -2.17954], [-4.85279, 1.06637, -0.67565], [-5.08176, -0.66877, -0.59451], [-3.51146, -0.86738, 1.27085], [-4.88367, 0.17407, 1.64207], [-3.44321, 2.18288, 1.34335], [-2.86829, 1.06339, 2.59407]],
  "forces_ev_per_angstrom": [[0.32, 0.29, -0.22], [0.11, -0.10, 0.04], [-0.43, -0.15, -0.06], [-0.11, -0.07, 0.02], [-0.16, -0.58, -0.02], [0.61, 0.60, -0.52], [0.07, 0.08, 0.32], [0.14, -0.15, 0.28], [0.06, -0.34, -0.11], [-0.55, 0.56, 0.22], [0.03, -0.06, -0.12], [-0.02, 0.02, -0.05], [-0.06, 0.04, -0.02], [-0.20, 0.20, 0.10], [0.20, -0.19, 0.12], [0.10, -0.06, -0.08], [0.36, -0.03, -0.27], [-0.07, -0.10, 0.23], [-0.25, 0.15, 0.10], [-0.01, 0.41, -0.33], [0.22, -0.25, -0.01], [-0.05, 0.01, 0.17], [-0.14, 0.05, -0.14], [0.11, -0.18, 0.11], [-0.03, 0.26, -0.11], [-0.24, -0.36, 0.36], [-0.05, -0.13, 0.07], [-0.10, -0.08, 0.00], [-0.07, -0.07, 0.10], [0.12, 0.05, -0.04], [0.05, -0.06, 0.00], [0.15, 0.05, -0.09], [-0.02, 0.04, 0.02], [-0.17, -0.08, 0.15], [0.22, 0.13, 0.16], [-0.04, -0.02, -0.14], [0.01, -0.03, -0.09], [0.07, -0.07, 0.00], [0.03, 0.00, 0.11], [-0.19, 0.03, 0.06], [0.09, -0.05, -0.07], [-0.02, 0.10, 0.00], [-0.05, 0.08, 0.06], [0.05, 0.03, -0.13], [0.05, -0.02, -0.07], [-0.01, -0.09, -0.07], [0.04, -0.05, 0.01], [-0.13, 0.05, -0.04], [-0.05, 0.07, -0.03], [-0.03, -0.03, 0.06], [0.01, -0.04, 0.07], [0.04, 0.02, 0.00], [-0.04, 0.13, -0.12]]
}


{
  "formula": "C18H27K2N4O13S2",
  "method": "ωB97M-V with the def2-TZVPD basis set",
  "e_tot_ev": -105980.26599,
  "charge": 2,
  "mol_weight_da": 649.76,
  "s_squared": 0.7618,
  "homo_ev": [-11.4909, -11.4909],
  "multiplicity": 2,
  "fmax_ev_per_a": 4.9,
  "symbols": ["K", "K", "O", "C", "O", "O", "H", "C", "N", "O", "O", "H", "H", "H", "C", "C", "O", "S", "O", "O", "O", "H", "H", "H", "H", "C", "C", "O", "S", "O", "O", "O", "H", "H", "H", "H", "N", "C", "C", "C", "C", "H", "H", "H", "H", "H", "N", "C", "C", "C", "C", "H", "H", "H", "H", "H", "N", "C", "C", "C", "C", "H", "H", "H", "H", "H"],
  "xyz": [[3.55607, 1.45914, -2.21840], [0.37848, 1.24844, -4.79512], [-0.67100, 0.40437, -0.32601], [0.40262, 0.32088, -1.06567], [0.27282, -0.15495, -2.18525], [1.51324, 0.48464, -0.58117], [-1.22437, -0.10806, -0.91998], [-0.35313, -0.11033, 3.35466], [0.50390, -1.21987, 2.81418], [-0.02917, -2.18777, 2.23996], [1.71652, -1.12663, 2.82311], [-0.57588, 0.47180, 2.46045], [0.14143, 0.55863, 4.05894], [-1.32844, -0.47596, 3.67588], [4.22811, -0.50622, 1.40188], [4.81370, -1.86416, 1.79998], [5.84711, -2.10704, 0.78814], [6.43716, -0.69945, 0.14858], [6.79523, -0.88275, -1.26441], [7.43825, -0.25360, 1.10216], [5.01867, 0.12983, 0.41573], [4.12844, 0.17860, 2.24400], [3.29621, -0.58242, 0.84164], [4.06623, -2.65553, 1.74406], [5.26083, -1.84078, 2.79377], [-5.39834, -2.34686, -2.89997], [-4.96163, -0.81457, -3.16708], [-4.07211, -0.64125, -2.17882], [-3.02622, -1.89265, -1.94595], [-2.40524, -1.68773, -0.64237], [-2.13927, -2.02985, -3.07042], [-4.40243, -2.89761, -2.06839], [-5.24019, -2.97541, -3.77633], [-6.37033, -2.58206, -2.46635], [-5.79031, -0.11132, -3.24977], [-4.40223, -0.59697, -4.07693], [-5.39861, 3.14450, -0.53183], [-5.15968, 1.85207, -0.79251], [-3.94951, 1.56775, -0.22491], [-3.32124, 2.74291, 0.08706], [-4.22650, 3.75318, -0.21801], [-6.28747, 3.59185, -0.70474], [-5.92584, 1.25696, -1.26711], [-3.51819, 0.58342, -0.11784], [-2.32107, 2.70754, 0.49303], [-4.13528, 4.82269, -0.09881], [0.63779, 3.36927, 1.58892], [-0.08327, 3.23105, 2.74664], [0.19164, 4.32926, 3.53238], [1.12060, 5.06522, 2.80203], [1.37400, 4.49779, 1.54692], [0.42865, 2.74792, 0.82063], [-0.85105, 2.49232, 2.92325], [-0.17758, 4.55776, 4.52125], [1.57109, 5.91566, 3.29212], [2.01133, 4.62574, 0.68445], [2.11247, -2.71384, -0.84802], [1.81746, -4.00630, -0.39080], [2.34049, -4.82900, -1.30448], [3.20457, -4.10140, -2.16297], [2.98054, -2.79310, -1.86151], [1.70593, -1.83599, -0.55782], [1.11627, -4.19680, 0.40822], [2.25002, -5.89421, -1.15112], [3.87508, -4.60560, -2.84312], [3.19266, -1.78321, -2.18009]],
  "forces_ev_per_angstrom": [[0.18, -0.57, 0.88], [-0.27, -0.62, 0.33], [-1.69, 0.92, 1.29], [2.73, -1.33, 0.05], [-1.36, 0.03, -4.28], [2.22, 1.99, 1.73], [-1.28, -0.30, 0.38], [-0.45, 0.16, -0.81], [0.30, -2.11, -1.40], [-0.32, 1.84, 1.19], [-0.35, 0.95, 0.75], [0.21, -0.04, -0.12], [0.27, -0.64, 0.01], [0.44, -0.41, 0.29], [-1.51, 0.19, 0.09], [0.75, 0.45, -0.75], [-0.06, 0.93, -0.87], [0.94, -1.78, 1.72], [-1.63, 0.84, 2.81], [-1.47, 0.03, -1.82], [2.72, 0.00, -1.86], [-0.05, -0.17, -0.01], [-0.35, -0.36, 0.79], [0.22, 0.03, -0.21], [0.15, -0.01, -0.17], [0.75, 0.00, -2.12], [-1.26, -2.25, -2.19], [2.88, 2.17, 3.32], [-1.58, 0.13, -0.58], [-2.05, -0.77, -1.92], [-1.43, -0.15, 0.92], [3.46, 0.37, 2.21], [-0.80, 0.53, -0.58], [0.09, 0.60, 0.18], [-0.09, 0.01, 1.05], [-0.32, -0.92, -0.72], [-0.86, 1.33, -1.51], [-2.52, 0.05, 0.48], [2.88, -1.53, 0.25], [1.03, -1.69, 0.11], [-0.62, 1.00, 1.27], [0.16, 0.29, -0.25], [0.16, -0.21, 0.15], [-0.07, 0.05, -0.04], [-0.02, 0.80, -0.03], [-0.11, 0.01, -0.08], [-1.78, -2.11, -0.61], [-0.50, 0.79, 0.35], [-0.01, -0.99, -0.56], [1.34, 1.76, -0.18], [-0.40, 0.01, 1.72], [0.57, 0.00, -0.05], [0.32, -0.16, -0.35], [0.04, -0.07, -0.14], [0.27, 0.23, -0.64], [0.10, 0.59, 0.41], [-0.91, -0.86, 2.16], [-1.71, 2.27, -0.27], [1.29, -1.74, 0.69], [-0.09, -0.79, -0.64], [0.03, 1.27, -0.49], [0.11, -0.29, 0.28], [0.13, 0.19, -0.02], [0.27, -0.10, -0.50], [-0.03, 0.54, -0.20], [0.93, -0.37, -0.89]]
}


Which of these has the lowest charge?
C18H27FN2O3S2